141
Properties=species:S:1:pos:R:3:forces:R:3 method="wB97M-V/def2-TZVPD" fmax_ev_per_a=18.19 gap_ev=8.0999 spin_multiplicity=1
H 3.14567 -0.55804 6.75286 0.5031 -0.5375 0.1512
C 0.62014 1.27934 -0.00317 3.8002 0.6287 1.6173
N 4.79549 1.01161 2.75727 1.4693 -0.1559 -0.3969
H -3.87986 1.71166 -0.77456 0.0550 0.2690 0.0748
H 5.76899 -0.01133 5.83174 0.2283 -0.0323 -0.0147
C 0.27280 -2.75645 3.40842 0.1806 -1.0191 -1.1360
H -5.58687 -1.52741 5.88758 -0.0325 0.3097 -0.1246
H 0.37525 3.91341 -1.08875 -0.0406 1.0257 1.3921
H -1.30671 -6.06151 -3.57468 0.1903 0.7178 -0.0843
C 1.46365 3.36029 -2.89334 -0.9546 1.8833 -1.8208
H 1.58638 -1.51490 -0.29244 0.7416 0.1754 0.1956
O 4.17436 1.24678 -0.82432 1.9678 -1.1206 -1.8133
H 0.55590 5.07875 0.33689 0.2769 1.2402 -1.0544
O -2.47712 -0.74186 1.48836 0.4200 -0.7152 -0.6861
H 2.41543 2.46105 4.33983 0.5544 -0.4356 0.3564
H -2.76376 -5.14805 -4.27370 0.6323 0.5555 -0.0679
O 0.44532 -0.67452 -1.47961 0.1278 -4.3447 -0.1882
H 2.06993 0.12822 5.68701 -0.0288 0.0952 -0.7846
H -3.07094 0.56794 -4.58517 0.8835 0.0106 -0.3956
H 0.99515 3.41787 3.19762 -0.4286 0.0111 -0.0559
H 2.65828 3.81713 -1.12230 -0.4873 1.1947 3.1898
O -4.76619 -1.68377 4.05753 0.3972 1.3371 -0.3561
C -2.22443 3.60378 -0.70672 0.1527 0.8975 -0.3466
H 1.24559 2.05761 0.43411 -0.0423 -0.5785 -1.0245
H -0.56973 -0.99140 0.40865 -0.6597 -0.6277 0.2865
C -1.13942 -0.41095 1.13434 -1.2270 0.9219 1.6163
N -2.56266 0.76931 -3.73594 0.6757 -2.0738 -0.1756
H 3.30296 1.53697 -2.68929 0.9608 -0.2012 -0.3652
C -3.39594 1.53666 -2.91200 0.4364 1.0469 1.7721
H 1.21163 0.36384 0.00747 -0.1996 0.5394 0.5749
C 2.70766 4.26209 2.27395 0.3878 0.4922 0.1937
H -4.45044 1.30324 -3.05914 0.0927 -0.2279 0.0538
C -0.41348 0.21241 -7.49507 0.8064 0.0084 0.7822
H -5.49230 -1.16181 0.30723 -0.2254 0.3960 0.4924
H -0.91761 -4.24719 4.48507 0.0301 -0.2218 -0.1931
H 1.58291 2.38294 -3.36096 -0.0749 0.0938 -0.2225
C -3.47420 -0.49077 0.52412 -0.6947 -0.9713 1.8561
H 5.60393 -0.07412 1.08566 0.7347 0.9617 -0.1058
H -0.91133 -4.32478 2.63148 0.1957 -0.7927 0.1965
C -4.52025 -2.45531 2.93746 1.4319 -0.5786 1.5345
H 0.54716 0.65952 -5.02644 0.4641 0.0576 0.1859
H -6.41054 -2.54805 4.74594 -0.0852 -1.1053 0.5148
H -4.46388 -4.38146 -2.47352 -0.1847 -0.2182 -0.0125
H 3.92586 1.38796 3.10686 -0.0863 -0.0259 -0.4475
O -1.89185 2.23864 -1.05914 -1.4195 2.0802 0.8662
H -3.67288 -4.28147 3.75199 0.1972 -0.0946 0.1861
C -1.15240 1.15783 -3.82925 -1.6225 -0.1232 -2.7343
H -1.06871 2.20765 -4.11027 0.0015 0.7285 0.3065
H 1.49848 -2.63919 -3.28406 0.0899 0.4020 0.0896
H -5.39622 -2.93602 2.50190 -0.8123 -0.4315 0.5801
H 2.32091 1.88844 -1.43897 0.9006 0.2529 0.9086
C -5.42172 -2.28549 5.12197 0.1022 0.7773 0.3019
C -3.39705 -3.49186 3.05303 0.3718 0.6857 0.6962
H 1.57671 2.56721 1.75487 0.0735 0.1541 0.7023
H -4.60670 -2.28075 1.26844 -0.3456 -0.3825 -3.9184
C 1.88456 3.07524 2.66879 -1.1468 1.4446 -1.3471
C -3.38161 -3.33663 -0.87035 -1.0012 -1.5120 -1.0840
N -4.44903 -2.33942 -0.83738 1.0121 -0.8346 -1.4973
C 3.11328 -0.18441 5.72941 -0.2080 0.3381 1.0825
H -1.20609 -1.43020 -2.30963 -0.3827 -0.3445 -0.4102
H 0.59913 3.55537 0.66106 -0.6880 -0.4707 -0.5603
H 3.98587 -2.46567 0.73785 0.4982 -0.5908 0.0531
H 2.76480 -1.78441 -1.29473 1.5045 -0.6909 -0.0250
H -3.10079 -3.29349 -2.88625 -0.3042 -0.0772 -0.8416
H -4.74653 -2.98058 5.62104 -0.5801 -0.9211 -0.2004
H 3.19481 4.74825 3.11920 -0.1165 -0.0560 0.2730
H -0.60735 0.98788 -2.90074 -0.4598 -0.2633 -1.1219
H 3.38295 3.58256 -2.72816 -0.9363 1.6388 -2.0734
O 2.54791 2.17608 3.43273 0.0177 -1.1479 1.9839
H -0.01062 -0.75649 -3.44867 -0.0848 -0.5137 0.5349
H -0.18854 1.13599 0.71346 2.5718 2.6033 -1.6394
C -0.94669 -3.71501 3.53427 -0.0798 2.8526 -1.2333
N -2.12174 -2.83719 3.44751 -1.3850 -1.0377 0.4929
C 0.52008 -2.69637 -2.80701 -0.6262 -0.2881 -0.2790
C 1.62210 -1.38446 2.01233 -3.4655 1.4670 2.5305
H -0.58179 -0.86448 -7.50357 -0.1319 -0.1807 0.2677
C 4.70145 0.42087 1.44427 -0.8355 0.0129 -0.0530
H -2.90647 -6.62379 -3.46471 -0.2428 -0.3811 0.0000
H -0.44223 1.85473 -1.48789 -1.0324 0.4918 0.1507
O 2.62317 3.63134 -2.14339 -6.1865 7.4464 -15.3969
C -3.01671 1.44048 -1.38244 -0.5060 1.1817 -2.4940
H 2.02663 4.96632 1.79608 0.4630 0.2318 0.1031
H 0.30507 -1.97207 4.16458 -0.3187 0.1272 0.0957
C -0.52217 0.45100 -5.06010 1.0370 -0.2754 -0.8236
H 3.17801 -0.60178 0.03624 -0.7910 -0.0040 -1.1459
H 0.65970 0.39807 -7.45130 0.3337 -0.2306 -0.4618
H 2.50036 -2.02878 1.97221 -1.6859 1.0107 2.3886
H -1.28388 4.15267 -0.65997 -0.5101 -0.0906 -0.0061
O -0.95223 0.87949 -6.37308 -1.6280 0.6067 1.1120
H 1.08141 5.43060 -3.32661 0.5176 0.1713 -0.0712
H 5.78513 1.60160 5.00570 0.0076 -0.0088 0.4241
O 3.94624 0.95873 5.64411 0.8947 -0.2584 -1.1243
H -3.22369 2.55194 -3.26926 -0.5531 1.0102 0.6336
H 4.03957 -0.44480 1.41934 -0.1619 -0.2333 0.7572
O 3.02805 -2.43532 0.79490 4.1264 -3.3748 -5.3293
H 0.31795 4.30872 -4.35991 0.1820 0.1094 -0.8126
H 2.11184 4.61155 -4.59920 -0.2182 0.0767 -0.0037
H 4.79108 -0.88153 3.50838 -0.1271 -0.6075 0.6601
H 2.93650 1.26324 0.60412 -0.1655 -0.3777 1.1835
H -0.11823 -3.22500 -3.51496 -0.0931 -0.1452 -0.1742
H -4.19593 -1.86479 2.08059 0.8626 1.2901 4.4580
H -3.37961 -3.94964 2.06397 0.3635 -0.3733 -0.3516
C -3.45137 -4.07444 -2.21148 0.6125 1.5810 0.3291
H 1.67117 -0.61176 2.77955 -0.4077 0.2859 0.4763
C -2.32679 -5.70099 -3.44218 -0.8478 -1.5059 -0.0537
H 0.44292 0.27942 -1.58729 -0.1257 -0.2095 -1.0778
H 6.35763 -0.12628 3.46902 0.2886 -0.1040 0.0244
H -1.96521 -2.06894 2.81079 0.0849 -0.1329 -0.0454
H -2.79819 3.85643 0.18495 0.3753 -1.4040 1.0162
H -5.34989 -2.79271 -0.89281 0.0960 -0.4916 -0.5696
H -3.00789 -0.10165 -0.38100 -1.5803 -4.0817 3.2784
O -2.52510 -5.11180 -2.18859 0.4601 -0.0198 0.1615
C 4.01443 1.41698 0.55382 -2.4259 0.9364 -1.1235
H -0.71477 -0.35071 2.13641 0.6791 -0.3222 -0.4320
O 0.43366 1.47832 -1.37514 -0.1970 3.7145 1.1406
H 0.62266 -3.37632 -1.96129 -0.1502 0.3122 0.3389
H 4.01349 2.45614 0.88284 1.3228 0.0447 -0.0871
H 1.54068 -0.90156 1.03854 -0.1329 0.1560 1.8964
C -4.51974 -1.64774 0.38536 -0.2619 1.9685 -1.4408
C 2.67498 -1.52879 -0.23894 -0.6840 -0.3167 -1.1805
H 3.73673 3.06233 -1.84849 6.0291 -5.3734 4.0378
H -2.35905 -2.95950 -0.85442 -0.1961 0.4832 0.6110
H -2.91032 4.13947 -1.36299 0.3393 -0.5043 -1.2788
H 1.13171 -3.40789 3.56971 0.5096 0.1516 -0.0515
H -0.58539 -0.63483 -4.98885 -0.5195 -0.0241 -0.2410
O 2.32041 4.02937 -0.24914 -3.0915 1.9630 7.2227
H -3.52777 -4.13621 -0.14412 0.2795 0.1767 0.7212
H -0.93516 0.60396 0.79328 -4.9479 -2.1786 0.3719
H -0.81336 0.60821 -8.42863 -0.1685 0.3089 0.3471
C -0.14383 -1.33573 -2.53497 0.8512 -1.0391 -0.3490
C 5.27650 0.64354 5.11292 -1.1347 -0.0997 -0.2353
H 3.36759 -0.96865 5.01640 -0.2580 0.1184 -0.0265
H 0.67430 3.28869 -2.14508 0.5965 -0.1399 -1.9012
H -4.00614 0.37773 0.91252 -0.3219 0.2825 -0.0131
C 5.30649 0.06207 3.68746 0.1480 0.1689 0.6659
C 1.28156 4.52444 -3.89838 -1.3533 -1.1802 1.0605
H 3.46230 3.94801 1.55287 -0.1363 0.5327 0.4398
H -2.75331 0.44155 -1.03480 1.2031 2.7938 -4.0940
C 0.90614 4.18282 -0.17569 1.2403 -0.1202 1.9114
C 3.36005 2.04666 -1.72750 4.0718 -6.9668 3.6619
O 0.37079 -2.14833 2.06605 1.1318 -1.5205 2.7153